90
Properties=species:S:1:pos:R:3:forces:R:3 method="wB97M-V/def2-TZVPD" de_lowest_kj_mol=62.46 orbital_gap_ev="5.849 / 4.359" total_charge=-1 spin_multiplicity=3 s_squared=2.01 e_tot_ev=-60010.266
Pd -1.3696 -4.9606 -0.2362 0.3 0.3 0.3
B 0.0597 -1.3947 0.7687 0.1 -0.3 -0.4
H 0.8625 -2.0965 0.6036 3.6 -2.6 -0.4
H -0.6945 -1.8935 1.3574 -3.3 -2.3 2.8
H 0.2942 -0.4614 1.2567 1.2 3.6 1.9
H -0.4116 -1.2342 -0.1886 -1.8 1.0 -4.0
C -0.2781 -9.4152 0.5921 1.6 -2.2 0.4
O 0.3264 -8.4052 1.0740 0.5 0.0 0.8
O -1.1375 -9.0441 -0.2273 -2.2 0.8 -1.7
O -0.0561 -10.6555 0.7677 0.0 1.9 0.4
C -5.1310 -4.4576 1.9018 -1.2 0.2 -1.5
O -5.1072 -4.3755 0.4707 0.5 -0.4 -0.1
C -6.3005 -3.8669 -0.0996 0.3 -0.2 0.3
C -6.3229 -4.2271 -1.5824 0.8 1.2 -0.7
N -5.1366 -3.5533 -2.2213 0.0 -1.5 1.3
C -5.0145 -3.7855 -3.6398 -1.6 1.8 0.2
C -6.1239 -2.9321 -4.3404 0.2 -0.2 -1.5
O -5.9469 -1.5359 -4.2632 1.7 0.4 0.9
C -6.7191 -0.6587 -5.0835 0.4 -1.3 1.5
H -6.0059 -5.0722 2.1135 0.0 -0.2 0.7
H -5.3279 -3.4438 2.2504 0.4 0.0 0.7
H -4.2189 -4.9412 2.2514 -0.1 0.4 0.0
H -6.3446 -2.7909 0.0686 0.2 0.5 -0.4
H -7.1655 -4.2147 0.4651 -0.3 -0.6 -0.2
H -7.1912 -3.8508 -2.1232 -0.7 0.2 0.6
H -6.3793 -5.2989 -1.7723 0.7 -0.1 0.3
H -5.2954 -2.5645 -2.0907 0.3 0.2 0.1
H -5.1361 -4.8374 -3.8981 -0.1 0.0 0.1
H -4.0402 -3.4557 -4.0004 0.0 0.1 0.0
H -7.1371 -3.0706 -3.9632 -0.1 -0.9 -0.1
H -6.0126 -3.2462 -5.3782 -0.7 0.0 -0.5
H -6.5927 -0.9806 -6.1173 -0.3 0.6 -0.2
H -6.3577 0.3286 -4.7958 0.1 0.0 -0.7
H -7.7426 -0.7088 -4.7121 -0.5 -0.1 -0.6
C 5.8772 7.7647 -1.3118 1.4 0.3 0.2
O 4.6454 7.1752 -1.4375 -2.1 -0.4 -0.8
C 3.5575 8.1031 -1.6664 1.3 1.9 0.8
C 2.2005 7.5303 -1.5005 1.2 -1.6 -0.5
N 2.0294 6.4747 -2.5394 -0.1 1.8 0.8
C 0.9499 5.6282 -2.1840 0.0 -1.9 -0.7
C -0.4519 6.2009 -2.2170 -0.4 -0.4 2.1
O -0.8246 6.8533 -3.3654 1.2 0.6 -2.4
C -1.8327 7.7829 -3.2363 -1.3 0.9 1.2
H 5.9516 8.3483 -0.3942 -0.1 0.7 -0.1
H 6.2166 8.2989 -2.1992 -0.4 0.7 -0.1
H 6.6886 7.0458 -1.1983 -0.4 -0.8 0.1
H 3.6338 8.7456 -2.5436 0.5 -0.6 -0.8
H 3.6195 8.8621 -0.8865 0.2 0.3 0.5
H 1.4113 8.2814 -1.4682 0.1 0.3 -0.1
H 2.3392 7.1346 -0.4943 -0.9 -0.8 0.0
H 1.7273 6.9806 -3.3598 0.2 0.1 -0.5
H 1.2409 5.2144 -1.2185 -0.8 0.1 0.4
H 1.0042 4.7406 -2.8144 -0.2 0.0 -0.4
H -0.5225 6.8950 -1.3796 -0.2 0.2 0.3
H -1.1597 5.3926 -2.0329 -0.1 -0.2 0.3
H -1.6565 8.5379 -2.4701 0.6 0.0 0.6
H -2.7578 7.3139 -2.9012 -0.3 -0.2 -0.2
H -2.0595 8.4384 -4.0771 0.5 -0.8 -0.8
C 4.2062 -4.9410 6.6870 -0.2 -5.2 0.8
O 4.1545 -6.1167 7.0583 -0.2 0.1 0.2
N 4.8148 -4.0190 7.3026 3.0 4.4 3.5
N 3.7401 -4.5261 5.5690 -3.4 0.4 -5.9
H 4.8005 -3.1248 6.8334 0.6 0.1 0.9
H 5.3591 -4.2328 8.1261 -0.2 0.3 -0.3
H 3.1846 -5.1768 5.0322 0.2 0.0 0.2
H 3.7221 -3.5992 5.1684 0.3 -0.1 0.6
C 2.9785 -4.3554 -4.4194 -2.8 1.4 1.9
O 1.8511 -4.5866 -3.9942 0.3 -0.8 -0.2
N 3.7381 -3.4051 -3.9304 2.3 3.1 2.2
N 3.5495 -4.8456 -5.4721 0.8 -3.3 -4.0
H 4.6196 -3.1817 -4.3697 -0.3 0.0 0.4
H 3.5004 -2.8720 -3.1061 -0.2 -0.3 -0.2
H 4.4388 -4.5333 -5.8350 -0.4 -0.3 0.2
H 3.0620 -5.6026 -5.9298 0.3 0.2 -0.1
C 5.7529 2.0848 3.0638 1.6 0.7 0.5
O 5.5494 1.2788 3.8967 -1.0 -3.3 3.0
N 6.9472 2.6485 2.9227 2.4 1.2 -0.6
N 4.8549 2.5910 2.2803 -3.0 1.3 -2.5
H 7.0504 3.3045 2.1617 0.8 -0.2 0.5
H 7.7073 2.3030 3.4910 -0.1 0.3 -0.4
H 5.1564 3.1951 1.5291 -0.7 -0.3 0.0
H 3.9565 2.1297 2.2927 0.1 0.3 -0.4
C -0.9729 0.3559 7.5372 -3.1 -2.4 2.3
O -1.6542 0.0822 8.5115 -1.8 0.7 1.0
N -1.3808 0.3090 6.3077 -1.1 0.4 -4.3
N 0.2923 0.4400 7.7102 5.2 1.2 0.4
H -2.3476 0.2197 6.0296 0.3 -0.1 0.4
H -0.6801 0.1645 5.5947 -0.4 0.1 -0.2
H 0.5034 0.5962 8.6854 0.6 0.0 -0.4
H 0.8724 0.7736 6.9537 0.3 0.1 0.6